(1)
Below is H35O18 as an isolated structure, with properties calculated with ωB97M-V with the def2-TZVPD basis set.

energy relative to the best compared isomer or geometry (same formula, charge and spin)	82.8	kJ/mol
LUMO level	0.05641	Ha
2S+1	1
frontier orbital gap	8.89	eV
total energy	-1375.3448	Ha
charge	-1

Atoms and positions in Å:
1 O 0.2975 6.1567 0.4701
2 H -1.2259 0.4865 0.4892
3 H 0.2991 1.1218 -1.0214
4 O -1.9173 1.0685 2.9356
5 H -0.3658 -2.5952 2.1114
6 O -2.9472 -1.7184 0.8161
7 H 0.9404 -0.8960 0.9080
8 H -3.8202 -1.4336 1.0626
9 O 0.7145 -1.6398 5.4589
10 H -3.5712 1.1014 -1.2696
11 H 0.3360 -1.8284 4.5916
12 O 0.5290 2.6243 -4.8105
13 H 0.1757 2.3321 -3.9551
14 H 0.9518 5.9034 1.1240
15 O 4.4402 3.3790 3.0556
16 H -1.4146 0.9774 -0.9443
17 H 4.9596 2.7604 2.5339
18 O -1.8635 0.4526 -0.2416
19 H 2.1883 -3.9656 3.7327
20 H -2.2864 -1.0964 0.4723
21 O -0.1594 1.6825 -2.0521
22 H -2.6226 -4.2507 0.0416
23 H 2.4822 -3.1836 2.4514
24 O -0.9142 -0.8693 -2.9735
25 H -1.3005 -1.2471 -2.1884
26 H -0.6046 0.0404 -3.0176
27 O 1.3017 -3.3519 -5.2957
28 H 0.4990 -3.1651 -4.7890
29 H -2.0651 1.9765 2.7072
30 O 2.8999 -3.5796 3.2226
31 H 1.1366 -2.8449 -1.3865
32 H -0.2652 2.6324 -2.0617
33 O 0.6893 -1.6818 0.4039
34 H 0.0274 -1.2342 -0.1400
35 H 1.1193 -0.7730 5.3804
36 O -0.8287 -2.0440 2.7451
37 H -2.1242 0.5624 2.1464
38 H 3.9784 3.8566 2.3618
39 O 0.7924 1.0023 0.0576
40 H 1.4758 2.6607 -4.6491
41 H 0.4675 5.5415 -0.2494
42 O -4.4544 1.2073 -0.9006
43 H 1.8944 -3.5323 -4.5532
44 H -4.9295 0.4467 -1.2429
45 O 2.8881 4.0791 -0.9876
46 H 1.2175 1.8199 0.3066
47 H 2.6396 3.9784 -0.0586
48 O 1.0410 -2.9654 -2.3410
49 H -1.4653 -1.5331 2.2424
50 H 1.0573 -2.0658 -2.6664
51 O -2.0503 -4.9995 0.2251
52 H -2.2304 -5.3903 1.0784
53 H 1.9869 4.0339 -1.3365

Atomic forces in eV per Å
O 0.04 -0.14 -0.07
H 0.49 0.65 -0.39
H 1.42 1.64 1.17
O 0.22 -0.74 0.44
H -0.05 0.12 -0.47
O 0.88 -1.97 0.37
H 0.57 0.21 0.06
H 0.05 1.11 -0.25
O 0.07 -0.20 0.20
H 0.05 0.00 0.29
H -0.23 0.20 -0.18
O -0.01 0.21 0.12
H 0.01 -0.33 0.00
H 0.07 0.11 0.26
O 0.02 0.01 -0.30
H 0.18 -0.01 -0.11
H 0.18 -0.25 0.19
O 0.11 -0.23 0.28
H -0.23 0.03 0.15
H -1.47 0.61 -0.48
O -0.65 -0.75 -1.00
H -0.13 0.10 0.57
H -0.06 0.00 0.00
O 0.29 -1.24 -1.78
H 0.06 0.90 0.50
H -0.37 0.43 1.23
O -0.06 -0.02 0.54
H -0.14 0.07 -0.30
H -0.16 0.66 -0.34
O 0.30 0.03 -0.19
H 0.02 -0.10 0.03
H -0.05 0.17 0.49
O -0.39 -0.09 -0.04
H 0.05 -0.35 -0.40
H -0.02 0.02 -0.13
O 0.38 -0.12 1.09
H -0.30 0.20 -0.01
H -0.16 0.24 0.12
O -0.60 -0.96 -0.22
H 0.05 -0.06 -0.08
H -0.15 0.11 -0.15
O -0.31 0.07 -0.19
H 0.15 -0.06 -0.18
H -0.12 -0.04 -0.05
O -0.96 0.10 0.59
H 0.04 0.18 -0.18
H 0.68 -0.08 0.15
O 0.29 -0.39 0.26
H -0.22 -0.36 -0.05
H -0.28 0.44 -0.24
O 0.56 -0.36 -0.70
H -0.39 0.38 0.20
H 0.29 -0.15 -0.79



(2)
Below is a 18-piece molecular cluster, H36O18 overall, with properties calculated with ωB97M-V with the def2-TZVPD basis set.

energy relative to the best compared isomer or geometry (same formula, charge and spin)	505.6	kJ/mol
LUMO level	-0.01853	Ha
2S+1	1
frontier orbital gap	10.62	eV
total energy	-1375.7943	Ha
charge	0

Atoms and positions in Å:
1 O -0.4066 -3.7652 -0.2820
2 H 0.3383 -4.2764 0.0566
3 H -0.8844 -4.4108 -0.8145
4 O 4.3360 -0.6968 -0.7950
5 H 4.1785 -0.3838 0.0835
6 H 5.0525 -0.3351 -1.3453
7 O -2.6326 -3.4928 -4.0428
8 H -2.0978 -3.0863 -4.7050
9 H -2.1125 -3.2795 -3.2676
10 O 2.0992 -2.7986 -3.3745
11 H 2.1994 -2.1876 -2.6225
12 H 1.1313 -2.9600 -3.3242
13 O -1.0975 0.9928 1.6611
14 H -0.8059 1.7396 2.1352
15 H -0.7977 0.1026 1.5667
16 O 2.3252 -0.6733 -4.7479
17 H 2.9739 -1.2964 -4.4765
18 H 2.6822 0.1784 -4.5587
19 O 4.1302 -1.8172 3.3653
20 H 3.7824 -2.2000 2.5502
21 H 4.9858 -2.0854 3.6469
22 O 1.2711 3.3714 0.3103
23 H 0.5865 2.7126 0.4533
24 H 0.7754 4.1834 0.0547
25 O -4.6706 1.0257 -1.2469
26 H -5.3214 1.0585 -0.4883
27 H -5.1569 0.6689 -1.9760
28 O 1.7545 5.1677 2.4506
29 H 2.5601 5.1844 1.8805
30 H 1.2602 4.5728 1.8360
31 O -3.6391 2.0259 1.3669
32 H -3.6580 1.0759 1.5032
33 H -3.1645 1.9958 0.4986
34 O -1.6412 -5.7079 1.9510
35 H -2.0039 -4.9115 2.3051
36 H -0.7518 -5.3734 1.6935
37 O -0.0640 -3.3753 -5.4683
38 H 0.1641 -2.5284 -4.9030
39 H 0.6536 -4.0039 -5.1782
40 O -1.5927 1.1094 -1.1500
41 H -2.4529 1.2540 -1.5344
42 H -1.6603 1.2498 -0.1733
43 O -2.3225 0.1048 4.0867
44 H -2.2315 0.2891 5.0417
45 H -1.4072 -0.0852 3.7650
46 O 2.8241 2.5007 4.7041
47 H 2.5939 3.2370 4.0797
48 H 3.7263 2.4786 4.3480
49 O 0.6573 3.1692 -2.5585
50 H 1.0838 2.2936 -2.3963
51 H -0.1548 2.8037 -2.8913
52 O -1.5612 2.9962 3.6725
53 H -2.4698 2.8108 3.3518
54 H -1.7461 2.5014 4.4657

Atomic forces in eV per Å
O 0.22 -0.19 0.01
H 0.07 0.19 -0.14
H -0.19 0.02 0.04
O -0.39 -1.23 -1.77
H 0.76 0.94 0.39
H -0.43 0.29 1.37
O -0.54 -0.14 0.84
H 0.53 0.11 -1.28
H -0.14 -0.10 0.52
O -1.13 -0.41 1.13
H 0.29 -0.21 -0.30
H 0.94 -0.07 -0.08
O -2.25 -0.66 -2.62
H 1.25 0.60 1.84
H 1.34 -0.08 0.66
O -1.15 0.54 -0.73
H 0.66 -0.93 0.30
H 0.39 1.01 0.05
O -1.84 1.08 -0.02
H 0.94 -0.30 0.37
H 0.91 -0.80 -0.41
O -0.43 1.06 0.19
H -0.16 -0.19 -0.17
H 0.44 -1.01 -0.30
O -0.63 0.35 1.88
H 1.16 0.07 -1.27
H -0.46 -0.37 -0.69
O 0.69 -0.74 -1.66
H -0.42 0.41 0.97
H 0.02 0.24 1.09
O 0.33 -0.15 -1.45
H -0.09 -0.29 0.76
H -0.72 0.75 0.97
O 1.60 -0.17 -0.58
H -0.83 0.78 0.47
H -0.88 -0.65 0.16
O 1.69 1.65 2.37
H -0.44 -2.23 -2.08
H -1.08 0.87 -0.62
O 0.65 0.18 0.89
H -0.67 -0.03 0.02
H 0.25 -0.31 -0.96
O 0.95 -0.15 0.46
H 0.02 -0.38 -0.64
H -1.17 0.42 0.51
O 0.59 1.47 -1.77
H -0.98 -0.49 0.96
H 0.26 -0.88 0.74
O 0.86 -1.45 0.07
H 0.13 1.19 0.23
H -1.09 0.30 -0.32
O -1.37 -0.22 -0.37
H 0.48 0.58 -1.11
H 1.02 -0.28 1.07



(3)
Below is a 18-piece molecular cluster, H36O18 overall, with properties calculated with ωB97M-V with the def2-TZVPD basis set.

energy relative to the best compared isomer or geometry (same formula, charge and spin)	504.7	kJ/mol
LUMO level	-0.01602	Ha
2S+1	1
frontier orbital gap	10.16	eV
total energy	-1375.7947	Ha
charge	0

Atoms and positions in Å:
1 O 1.2237 6.3053 0.2246
2 H 2.1156 6.0842 -0.0137
3 H 0.5036 5.7209 0.1052
4 O 4.2731 -3.0391 -0.3155
5 H 4.7863 -2.4429 -0.9420
6 H 4.6620 -2.8828 0.5525
7 O -0.8746 -2.8137 -2.6373
8 H -1.7822 -2.9753 -2.4587
9 H -0.4276 -3.6053 -2.9876
10 O 0.8802 0.6395 -0.7948
11 H 1.0230 0.4411 -1.6987
12 H 1.0518 0.0091 -0.1231
13 O -0.2967 -1.8131 -5.1435
14 H 0.1566 -1.9474 -4.3290
15 H 0.0796 -1.4448 -5.9141
16 O 3.9987 -2.5792 2.2528
17 H 4.3248 -1.8978 2.8349
18 H 4.2445 -3.4337 2.6872
19 O 2.1822 2.4158 -4.2942
20 H 2.6943 1.8286 -4.8820
21 H 2.6811 3.0291 -3.7325
22 O 1.7503 -1.8371 -0.0085
23 H 2.0139 -2.4776 -0.7021
24 H 2.7238 -1.6679 0.2177
25 O -0.3180 -0.4782 1.4644
26 H -0.2148 0.3752 1.0593
27 H 0.4882 -0.9529 1.2497
28 O 1.0091 3.0952 3.2860
29 H 0.0719 3.0469 3.4252
30 H 1.1841 2.7617 2.3986
31 O -0.0318 3.3936 -0.9877
32 H -0.6641 2.6761 -1.0144
33 H 0.1263 3.6565 -1.9067
34 O -3.5908 -0.6185 1.0449
35 H -4.2097 0.0377 1.4816
36 H -2.7866 -0.4875 1.6327
37 O -5.6055 -2.6572 -0.5183
38 H -5.4869 -1.7696 -0.1806
39 H -5.0488 -3.2752 -0.9492
40 O -1.5603 -5.0357 -0.4017
41 H -2.0041 -4.8337 0.4611
42 H -1.3010 -4.1358 -0.6968
43 O -4.0709 2.7521 2.6281
44 H -4.0446 3.6370 2.9549
45 H -4.0437 2.7403 1.6864
46 O 3.2615 4.1200 1.0734
47 H 3.0788 4.1505 1.9942
48 H 3.0394 3.2786 0.7139
49 O -1.5443 -3.2996 3.3181
50 H -0.9794 -3.3539 4.1395
51 H -0.9569 -2.7488 2.8040
52 O -2.6932 1.6356 -0.2862
53 H -2.6436 0.6201 -0.3092
54 H -2.4486 2.0534 0.5373

Atomic forces in eV per Å
O 0.16 2.80 0.88
H -0.13 -1.25 -0.24
H -0.10 -1.65 -0.61
O 1.08 1.25 -1.95
H -0.83 -1.28 1.15
H -0.12 0.10 0.24
O 2.12 0.14 0.05
H -1.14 -0.56 -0.17
H -0.93 0.22 0.28
O -0.94 3.05 0.89
H 0.43 -1.11 -0.76
H 0.73 -1.64 -0.82
O -2.60 -0.89 -0.06
H 1.02 0.47 0.29
H 1.48 0.57 -0.40
O 0.31 -1.35 0.51
H 0.18 0.32 0.41
H -0.41 1.07 -0.43
O -0.62 -0.27 -0.10
H 0.20 0.98 0.87
H 0.41 -0.72 -0.72
O 2.90 -0.30 -0.16
H -1.05 0.10 0.31
H -1.85 -0.14 0.27
O -0.41 -0.33 0.84
H -0.19 0.64 -0.34
H 0.07 -0.55 -0.07
O 0.98 -0.02 -0.07
H -0.66 -0.07 -0.05
H -0.32 0.09 0.06
O 0.36 0.84 -0.13
H -0.28 -0.43 -0.17
H -0.18 -0.22 0.34
O 0.35 1.44 2.06
H 0.78 -1.10 -0.86
H -1.07 -0.66 -1.05
O -3.11 -0.15 0.75
H 1.58 -0.46 -0.54
H 1.59 0.53 -0.22
O -0.47 1.33 0.89
H 0.53 -0.46 -0.98
H 0.01 -0.77 0.16
O 0.10 -1.42 0.96
H 0.00 0.94 -0.05
H -0.14 0.45 -1.07
O 0.86 1.16 -1.11
H -0.45 -0.19 1.17
H -0.40 -0.96 -0.14
O 1.24 -0.14 1.69
H -1.23 -0.24 -0.99
H -0.02 0.45 -0.78
O -0.01 -1.19 -1.43
H -0.11 2.33 0.98
H 0.32 -0.73 0.44



(4)
Below is a 18-piece molecular cluster, H36O18 overall, with properties calculated with ωB97M-V with the def2-TZVPD basis set.

energy relative to the best compared isomer or geometry (same formula, charge and spin)	624.6	kJ/mol
LUMO level	-0.01417	Ha
2S+1	1
frontier orbital gap	9.92	eV
total energy	-1375.7490	Ha
charge	0

Atoms and positions in Å:
1 O 1.8725 0.9889 5.8973
2 H 2.4539 1.1759 5.1657
3 H 2.1173 0.1843 6.2344
4 O -1.5516 4.6892 -3.4107
5 H -1.4349 5.6579 -3.2049
6 H -2.2348 4.6043 -4.0548
7 O -3.7951 1.9056 -0.8374
8 H -4.0487 0.8830 -0.6523
9 H -3.9608 2.0340 -1.7698
10 O -0.7920 1.0418 -1.2161
11 H -1.1649 1.8464 -1.6318
12 H -1.3243 0.5369 -0.7582
13 O -2.6520 -0.2683 3.5845
14 H -2.9969 0.5174 3.1707
15 H -3.2304 -0.9484 3.0105
16 O -0.5427 0.2011 -4.6375
17 H 0.2265 0.6595 -4.4996
18 H -0.5512 -0.5145 -3.8744
19 O 1.5127 0.1385 1.0916
20 H 1.1299 0.9795 1.4864
21 H 2.2072 -0.0464 1.5780
22 O -4.0298 -1.6921 0.4472
23 H -4.0691 -2.5550 1.0197
24 H -4.4801 -1.0528 1.0257
25 O 1.4555 -4.7080 -1.4074
26 H 0.6666 -4.4484 -1.0405
27 H 1.9006 -4.9886 -0.6132
28 O 3.9274 -1.4150 -0.4176
29 H 3.3543 -0.6847 -0.5020
30 H 4.2480 -2.0967 -0.9770
31 O -0.4886 4.2313 1.4063
32 H -0.9219 4.5007 0.5853
33 H -0.7043 3.4101 1.2301
34 O 1.6785 -2.3398 0.9862
35 H 2.6551 -2.3187 0.6966
36 H 1.4106 -1.5337 0.6091
37 O -0.5341 -4.3726 1.8859
38 H 0.1918 -3.7657 1.5996
39 H -0.6334 -4.9685 1.1491
40 O 4.5550 -0.8549 2.2763
41 H 4.8254 -1.2580 1.4282
42 H 5.3059 -0.5627 2.6616
43 O -3.7305 -3.6791 2.1880
44 H -2.8551 -3.5321 2.5544
45 H -3.8859 -4.6726 2.0641
46 O 2.5316 0.4018 -1.3830
47 H 2.7485 0.6729 -2.3091
48 H 1.5813 0.7713 -1.2983
49 O 2.8547 1.6601 -3.9818
50 H 1.8981 1.5643 -4.0944
51 H 3.0411 2.5817 -4.2458
52 O -1.8560 3.4936 -1.1819
53 H -1.4561 3.7090 -2.0498
54 H -2.4248 4.2363 -0.9830

Atomic forces in eV per Å
O -1.21 3.12 -0.92
H 0.25 -0.02 -0.29
H 0.96 -3.10 1.19
O 1.25 1.88 0.46
H -0.29 -1.55 -0.53
H -0.77 0.08 -0.77
O -1.23 -4.04 1.39
H 0.77 3.60 -0.87
H -0.05 -0.14 -0.36
O 5.73 4.12 -4.53
H -0.52 -1.32 1.27
H -4.85 -3.41 3.45
O -2.26 -2.80 -2.15
H 0.11 1.00 0.03
H 2.17 1.80 2.10
O -3.04 -3.96 1.78
H 2.86 1.62 0.51
H 0.02 2.31 -2.29
O -6.36 4.07 -2.75
H 0.66 -1.64 -0.89
H 5.65 -1.57 4.06
O -0.45 -1.03 1.48
H 0.32 1.72 -1.27
H 0.09 -0.28 -0.41
O 2.48 -1.07 -1.20
H -3.21 1.37 0.89
H 0.79 -0.23 0.28
O 2.72 -2.14 3.57
H -1.40 1.38 -2.11
H -0.59 0.14 -1.49
O 0.94 6.10 0.31
H 0.31 1.27 -0.09
H -1.16 -7.49 -0.26
O 2.62 -2.58 0.08
H -1.88 -0.34 0.59
H -1.21 1.66 -0.61
O 0.65 0.81 -0.03
H -0.47 -0.22 0.37
H -0.13 -0.37 -0.32
O -3.47 -1.67 -2.23
H -0.46 0.35 0.22
H 3.73 1.50 2.01
O -1.03 -2.10 -0.21
H 0.50 -0.46 -0.08
H 0.69 2.27 0.43
O -2.67 1.90 -1.53
H 0.30 -0.29 0.99
H 2.00 -1.03 0.37
O -0.28 0.53 -0.31
H 0.39 0.19 -0.05
H -0.07 -0.64 0.26
O 0.94 0.24 0.01
H -0.43 0.44 0.54
H -0.39 0.03 -0.12



(5)
Below is H37O18 as an isolated structure, with properties calculated with ωB97M-V with the def2-TZVPD basis set.

energy relative to the best compared isomer or geometry (same formula, charge and spin)	623.2	kJ/mol
LUMO level	-0.11120	Ha
2S+1	1
frontier orbital gap	9.62	eV
total energy	-1376.1509	Ha
charge	+1

Atoms and positions in Å:
1 O 0.4227 -0.5963 0.5259
2 H -0.0053 3.2067 0.7493
3 H -0.4451 -0.8493 0.1258
4 O -1.0205 3.3561 -2.6379
5 H -5.2748 1.1026 1.1800
6 O -2.8802 -1.3238 -3.1471
7 H -2.3473 -0.5567 -2.8018
8 H 3.3526 3.0501 -2.9689
9 O 2.5619 0.4389 -0.8574
10 H -1.0970 4.2915 -2.5532
11 H 2.6976 0.0795 0.0338
12 O -2.4561 -0.6934 4.0287
13 H -2.8142 -0.0790 4.6160
14 H 5.3161 0.3999 -2.2983
15 O -4.9401 2.0278 0.8960
16 H -5.5956 2.3730 0.3208
17 H 3.7524 3.7252 -1.7512
18 O 3.3235 -1.8722 0.6247
19 H -3.2123 -3.8802 0.5383
20 H 4.9841 -4.0604 -1.3348
21 O -0.4764 -1.6990 6.1127
22 H -1.2715 -1.4234 5.6895
23 H -0.1813 -2.5770 5.7564
24 O 3.3910 -0.0836 3.1283
25 H 3.4366 0.3984 3.9586
26 H 2.0577 1.7274 -3.9473
27 O 4.1913 3.3843 -2.5276
28 H 3.2314 -1.7783 1.6347
29 H 2.0935 -0.2379 -1.3795
30 O -4.0589 -2.1949 2.7229
31 H -3.3415 -1.6768 3.1822
32 H -3.8251 -1.9335 1.7854
33 O -5.4911 -0.8308 -2.3112
34 H -4.8249 -0.3786 -2.8429
35 H -5.1605 -1.6844 -2.4358
36 O 0.5522 3.3578 -0.0750
37 H 3.1356 0.5049 2.3958
38 H 1.1362 2.5309 0.0117
39 O 4.9342 1.2201 -1.6530
40 H 4.7594 2.4000 -2.1018
41 H 3.9317 0.9727 -1.2761
42 O -1.8946 -0.1621 -0.4812
43 H -2.6604 -0.2331 0.1946
44 H -2.5171 0.4239 -1.0714
45 O 2.1537 1.9867 -3.0756
46 H 0.2400 -0.9101 1.4198
47 H -1.4543 -0.4092 3.9536
48 O 4.8519 -3.1682 -1.5565
49 H -2.4309 -2.1535 -2.6987
50 H 5.5141 -2.8386 -0.8243
51 O -3.2557 -3.0399 0.1151
52 H -1.1668 3.2678 -1.6874
53 H -4.2204 -2.8520 0.0957
54 H 3.8662 -2.7069 0.5301
55 H 1.2791 1.9147 -2.7171

Atomic forces in eV per Å
O -0.93 -0.71 0.41
H 0.79 0.62 -1.46
H 0.96 0.66 -0.21
O -0.18 -0.59 0.84
H 0.62 2.44 -0.78
O 2.28 -1.31 1.54
H -0.65 -1.44 -0.56
H 0.41 -0.41 -0.16
O 0.48 0.72 0.02
H 0.11 1.72 -1.23
H -0.38 -0.70 -0.48
O 4.88 -0.09 -1.16
H -1.24 1.72 1.52
H -1.81 3.52 2.66
O 0.51 -2.91 1.58
H -1.08 0.36 -0.83
H 0.13 0.92 0.94
O 0.73 -1.09 2.43
H 0.15 -1.07 0.68
H -0.22 -2.57 -0.30
O 1.82 -1.14 0.23
H -1.01 -0.36 -0.58
H -0.84 1.34 0.40
O -0.17 -0.31 -0.80
H -0.11 0.29 -0.20
H -0.25 -0.83 -3.02
O 0.12 -0.34 -0.02
H 0.22 -0.16 -2.06
H 0.34 0.16 0.64
O 1.17 1.19 -1.49
H -1.20 -0.90 -0.19
H -0.56 -0.85 1.45
O -0.46 2.09 0.18
H -0.24 0.36 0.04
H 0.48 -2.43 -0.07
O 0.29 -2.40 2.04
H 0.23 0.00 0.98
H -1.12 1.59 -0.54
O -0.15 -2.53 -1.62
H -0.42 -0.80 -0.53
H 1.68 -0.51 -1.14
O -5.06 2.13 -0.22
H 2.08 -0.51 -0.85
H 2.19 -1.31 0.94
O 0.75 0.53 1.81
H 0.59 0.01 0.17
H -2.98 -0.85 0.14
O 2.16 2.60 2.54
H -1.37 2.59 -1.19
H -1.75 -0.07 -2.28
O -1.05 1.32 -0.85
H 0.26 -1.30 0.32
H 0.83 -0.25 -0.19
H -1.04 1.44 -0.11
H -0.98 0.39 0.63